(1)
Formula: C20H28N2O4
Source: the Open Molecules 2025 dataset
Level of theory: ωB97M-V with the def2-TZVPD basis set

Values from the calculation:
frontier orbital gap: 8.538 eV
SMILES: CCC1=C(CCCCCCOC)C(=O)C(OC#N)=CC1=O.CCCC#N
total charge: 0
M: 360.5 g mol⁻¹
F_max: 3.43 eV/A

Last column: natural (NBO) charge in e.
Positions of all 54 atoms, in Å:
C (3.488, -1.293, -0.014)  -0.593
C (1.989, -1.572, 0.082)  -0.438
C (1.176, -0.385, -0.287)  -0.064
C (0.780, -0.092, -1.528)  -0.028
C (1.035, -0.932, -2.742)  -0.445
C (-0.301, -1.588, -3.161)  -0.380
C (-0.464, -3.015, -2.613)  -0.398
C (-1.221, -3.053, -1.272)  -0.392
C (-2.183, -4.231, -1.146)  -0.435
C (-3.638, -3.913, -1.561)  -0.063
O (-3.922, -2.544, -1.708)  -0.537
C (-4.248, -1.925, -0.484)  -0.249
C (-0.008, 1.138, -1.775)  0.485
O (0.031, 1.777, -2.808)  -0.471
C (-0.852, 1.595, -0.627)  0.252
O (-1.985, 2.307, -0.986)  -0.433
C (-2.942, 2.228, -0.121)  0.538
N (-3.776, 2.266, 0.710)  -0.378
C (-0.451, 1.335, 0.600)  -0.341
C (0.812, 0.585, 0.782)  0.601
O (1.529, 0.779, 1.743)  -0.529
H (3.756, -0.927, -0.995)  0.204
H (3.746, -0.555, 0.733)  0.225
H (4.033, -2.213, 0.154)  0.213
H (1.756, -1.897, 1.088)  0.227
H (1.708, -2.393, -0.562)  0.214
H (1.797, -1.664, -2.549)  0.216
H (1.369, -0.259, -3.523)  0.244
H (-1.129, -0.986, -2.810)  0.199
H (-0.331, -1.620, -4.245)  0.217
H (0.526, -3.440, -2.501)  0.195
H (-0.999, -3.625, -3.334)  0.206
H (-0.468, -3.187, -0.501)  0.197
H (-1.676, -2.092, -1.076)  0.204
H (-1.821, -5.006, -1.813)  0.206
H (-2.143, -4.643, -0.147)  0.204
H (-3.884, -4.422, -2.482)  0.185
H (-4.305, -4.336, -0.809)  0.164
H (-4.657, -0.953, -0.718)  0.198
H (-3.357, -1.766, 0.126)  0.157
H (-4.946, -2.516, 0.103)  0.171
H (-0.998, 1.660, 1.470)  0.255
C (2.215, 5.148, 4.984)  -0.612
C (1.486, 4.936, 3.662)  -0.377
C (2.301, 4.116, 2.657)  -0.513
C (3.502, 4.820, 2.212)  0.289
N (4.441, 5.378, 1.861)  -0.336
H (3.126, 5.732, 4.847)  0.216
H (1.578, 5.686, 5.687)  0.215
H (2.486, 4.194, 5.440)  0.203
H (1.226, 5.903, 3.229)  0.208
H (0.549, 4.410, 3.853)  0.206
H (1.685, 3.895, 1.784)  0.245
H (2.582, 3.157, 3.093)  0.254

Atomic forces in eV per Å
C -0.339 -0.214 0.065
C 0.339 -0.051 -0.052
C -0.479 0.332 0.058
C 0.362 -0.437 -0.078
C -0.752 0.716 0.153
C 0.710 -0.673 -0.241
C -0.604 0.770 0.098
C 0.985 -0.565 0.088
C -0.168 0.401 -0.372
C 0.183 -0.291 0.477
O -0.260 -0.071 -0.136
C 0.479 0.151 -0.115
C -0.143 0.955 -0.626
O -0.178 -0.605 0.472
C 0.547 -0.313 -0.333
O -0.068 -0.256 -0.223
C -2.234 0.722 2.497
N 2.043 -0.321 -2.246
C -0.378 0.147 0.406
C 0.499 -0.048 0.149
O -0.343 -0.148 0.039
H 0.061 0.184 -0.267
H 0.286 0.153 0.111
H 0.265 -0.135 0.179
H -0.119 0.074 0.329
H -0.004 -0.259 -0.264
H 0.331 -0.295 -0.049
H 0.164 0.049 -0.226
H -0.321 0.211 -0.174
H -0.117 0.082 -0.203
H 0.188 -0.366 -0.005
H -0.099 -0.061 -0.212
H 0.096 0.102 0.337
H -0.328 0.109 -0.036
H 0.105 -0.322 0.012
H -0.115 -0.027 0.337
H -0.017 0.173 -0.469
H -0.194 -0.082 0.114
H -0.265 0.209 0.006
H 0.144 -0.023 0.193
H -0.288 -0.076 -0.001
H 0.036 0.143 0.230
C -0.020 0.049 -0.039
C 0.037 0.050 0.267
C -0.304 0.046 0.021
C -0.007 -0.136 -0.006
N 0.058 0.072 0.001
H 0.021 -0.031 -0.017
H 0.017 0.000 0.018
H 0.010 -0.001 0.000
H -0.004 -0.029 -0.075
H 0.001 -0.041 -0.086
H 0.103 -0.016 -0.071
H 0.078 -0.004 -0.034

(2)
Formula: C10H15B3BeF12N5
Source: the Open Molecules 2025 dataset
Level of theory: ωB97M-V with the def2-TZVPD basis set

Values from the calculation:
frontier orbital gap: 2.389 eV
total charge: -1
M: 474.7 g mol⁻¹
F_max: 5.30 eV/A

Last column: natural (NBO) charge in e.
Positions of all 46 atoms, in Å:
Be (-10.552, -24.524, 4.060)  1.226
B (-6.956, -22.367, 2.253)  1.295
F (-6.751, -23.197, 3.287)  -0.530
F (-8.150, -21.722, 2.528)  -0.533
F (-5.940, -21.510, 2.169)  -0.528
F (-7.019, -23.043, 1.052)  -0.542
B (-14.168, -24.749, 8.724)  1.315
F (-13.399, -24.567, 7.597)  -0.490
F (-14.655, -26.031, 8.676)  -0.500
F (-13.380, -24.583, 9.879)  -0.513
F (-15.245, -23.916, 8.772)  -0.559
B (-9.275, -27.933, 8.375)  1.296
F (-10.500, -28.507, 8.216)  -0.460
F (-8.853, -27.163, 7.323)  -0.500
F (-9.410, -27.101, 9.456)  -0.437
F (-8.377, -28.897, 8.676)  -0.541
C (-9.001, -31.682, 1.443)  -0.729
C (-8.869, -30.209, 1.529)  0.289
N (-8.786, -29.030, 1.580)  -0.326
H (-8.449, -32.205, 2.224)  0.258
H (-8.626, -32.083, 0.502)  0.250
H (-9.994, -32.084, 1.645)  0.257
C (-16.714, -29.718, 4.925)  -0.714
C (-15.481, -29.078, 4.352)  0.294
N (-14.469, -28.638, 3.920)  -0.339
H (-16.720, -29.632, 6.012)  0.265
H (-16.801, -30.761, 4.620)  0.247
H (-17.623, -29.264, 4.531)  0.247
C (-17.767, -21.067, 4.793)  -0.736
C (-16.388, -21.186, 4.348)  0.294
N (-15.277, -21.221, 3.988)  -0.329
H (-18.630, -21.394, 4.213)  0.255
H (-17.971, -20.020, 5.015)  0.251
H (-17.870, -21.672, 5.694)  0.266
C (-12.303, -26.054, -3.398)  -0.722
C (-12.154, -25.358, -2.127)  0.288
N (-12.128, -24.825, -1.064)  -0.339
H (-11.784, -25.462, -4.151)  0.258
H (-13.363, -26.038, -3.655)  0.253
H (-11.925, -27.040, -3.128)  0.262
C (-10.290, -20.485, 10.734)  -0.725
C (-9.979, -20.880, 9.366)  0.293
N (-9.738, -21.240, 8.274)  -0.330
H (-11.245, -20.882, 11.078)  0.265
H (-10.354, -19.400, 10.811)  0.244
H (-9.537, -20.803, 11.456)  0.253

Atomic forces in eV per Å
Be 0.450 0.169 0.282
B -0.276 -0.059 -0.949
F 0.250 -2.387 2.163
F -1.827 0.784 0.019
F 1.958 2.240 -0.081
F -0.604 -0.916 -0.983
B 0.012 -0.207 1.231
F 0.907 0.452 -1.220
F -0.264 -1.627 -0.042
F 0.224 0.120 -0.045
F -0.858 1.330 -0.142
B 0.223 -0.124 0.770
F -1.683 -0.548 -0.947
F 0.102 0.716 -1.587
F -0.153 1.424 1.463
F 1.474 -1.362 0.061
C 0.261 -0.352 0.448
C -0.035 3.122 0.158
N -0.289 -4.177 -0.183
H 0.513 0.491 0.106
H -0.142 0.297 -0.082
H -0.345 0.668 -0.419
C 0.420 0.424 -0.528
C 2.637 0.810 -1.040
N -3.765 -1.511 1.496
H 0.122 -0.020 -0.114
H 0.452 -0.034 0.136
H 0.193 0.386 0.034
C -0.586 0.088 1.074
C 2.022 -0.186 -1.589
N -2.383 0.006 0.841
H 0.752 -0.206 -0.926
H 0.123 -0.024 0.269
H 0.136 0.280 0.334
C -0.084 0.679 0.809
C -0.370 2.642 4.579
N 0.061 -2.102 -4.140
H 0.341 -0.635 -0.128
H 0.038 -0.382 0.020
H 0.020 -0.203 -1.064
C -0.144 0.379 0.443
C 0.604 -1.247 -2.738
N -0.651 1.102 2.944
H 0.000 -0.165 -0.298
H 0.024 0.029 -0.148
H 0.138 -0.164 -0.287

(3)
Formula: C5H14
Source: the Open Molecules 2025 dataset
Level of theory: ωB97M-V with the def2-TZVPD basis set

Values from the calculation:
frontier orbital gap: 11.896 eV
SMILES: CCC.CC
total charge: 0
M: 74.2 g mol⁻¹
F_max: 4.57 eV/A

Last column: natural (NBO) charge in e.
Positions of all 19 atoms, in Å:
C (1.094, -2.103, 1.400)  -0.607
C (-0.044, -2.622, 0.362)  -0.406
C (-0.797, -1.287, 0.154)  -0.626
H (1.744, -2.917, 1.675)  0.205
H (1.740, -1.471, 0.822)  0.208
H (0.443, -1.763, 2.155)  0.211
H (-0.779, -3.327, 0.942)  0.187
H (0.093, -3.205, -0.594)  0.213
H (-1.609, -1.350, -0.632)  0.212
H (-0.208, -0.469, -0.278)  0.199
H (-1.049, -0.836, 1.187)  0.202
C (-0.627, 2.395, -1.287)  -0.605
C (0.554, 3.000, -0.541)  -0.617
H (-0.321, 1.481, -1.710)  0.199
H (-1.510, 2.128, -0.508)  0.194
H (-1.247, 2.998, -2.092)  0.210
H (1.482, 2.735, -1.090)  0.203
H (0.638, 2.556, 0.429)  0.207
H (0.402, 4.058, -0.394)  0.208

Atomic forces in eV per Å
C -0.544 -3.153 -3.269
C -1.376 0.056 1.543
C -0.884 0.570 -0.430
H 0.034 -0.413 0.725
H -0.041 1.158 0.295
H 0.301 0.952 1.231
H 1.335 1.228 -0.794
H 0.846 0.967 0.956
H 0.172 -0.053 1.495
H 0.642 -0.433 0.027
H -0.481 -0.875 -1.769
C -4.008 0.839 1.134
C -0.004 -0.078 -1.135
H 0.070 -1.185 -0.718
H 1.981 0.468 -1.634
H 1.876 -0.802 1.472
H -0.387 0.723 0.335
H 0.043 -0.354 0.619
H 0.424 0.385 -0.081

(4)
Formula: C4HLuO2
Source: the Open Molecules 2025 dataset
Level of theory: ωB97M-V with the def2-TZVPD basis set

Values from the calculation:
frontier orbital gap (spin up / spin down): 7.036 / 5.210 eV
total charge: +1
multiplicity: 2
M: 256.0 g mol⁻¹
F_max: 5.24 eV/A

Last column: Mulliken spin population.
Positions of all 8 atoms, in Å:
O (-2.171, -1.425, -0.624)  -0.013
C (-1.337, -0.490, -0.261)  -0.025
C (-0.762, 0.625, -0.302)  -0.007
H (-1.882, -1.881, -1.426)  0.001
C (0.685, 1.090, 0.356)  -0.141
C (0.569, -0.041, 1.133)  0.236
O (1.796, 1.219, -0.383)  0.016
Lu (3.102, 0.904, 1.508)  0.932

Atomic forces in eV per Å
O 0.653 1.078 1.255
C -0.880 0.097 -1.546
C 2.308 -0.066 1.993
H 0.253 -0.117 -0.089
C -1.178 -5.044 -0.778
C -0.401 2.196 -0.358
O 1.812 1.732 1.873
Lu -2.567 0.124 -2.350

(5)
Formula: CH6N4S2
Source: the Open Molecules 2025 dataset
Level of theory: ωB97M-V with the def2-TZVPD basis set

Values from the calculation:
frontier orbital gap: 8.961 eV
SMILES: NN/C(=N\S)NS
total charge: 0
M: 138.2 g mol⁻¹
F_max: 2.22 eV/A

Last column: natural (NBO) charge in e.
Positions of all 13 atoms, in Å:
N (0.766, 1.932, 0.056)  -0.634
N (-0.202, 1.027, -0.356)  -0.466
C (-0.270, -0.266, 0.119)  0.527
N (-1.294, -1.065, 0.164)  -0.676
S (-2.787, -0.387, -0.327)  0.120
N (0.930, -0.780, 0.638)  -0.757
S (2.307, -0.899, -0.399)  0.167
H (1.639, 1.770, -0.505)  0.356
H (1.056, 1.732, 1.006)  0.347
H (-1.081, 1.490, -0.431)  0.389
H (-3.547, -1.256, 0.357)  0.124
H (0.667, -1.627, 1.067)  0.402
H (1.816, -1.671, -1.389)  0.101

Atomic forces in eV per Å
N 2.156 0.114 -0.502
N -0.463 -0.826 -0.018
C -0.464 -0.293 -0.078
N 0.802 1.044 -0.153
S -0.033 -0.106 0.072
N 0.298 0.917 -0.812
S -0.328 0.021 0.356
H -1.220 0.269 0.510
H -0.180 0.003 0.259
H -0.706 0.074 -0.220
H 0.097 0.095 -0.065
H 0.142 -1.309 0.609
H -0.102 -0.004 0.042

(6)
Formula: C5H9N3
Source: the Open Molecules 2025 dataset
Level of theory: ωB97M-V with the def2-TZVPD basis set

Values from the calculation:
frontier orbital gap: 9.663 eV
SMILES: [H]/N=C(/C=C)N(N)C=C
total charge: 0
M: 111.1 g mol⁻¹
F_max: 2.85 eV/A

Last column: natural (NBO) charge in e.
Positions of all 17 atoms, in Å:
H (0.062, -2.154, 1.514)  0.336
N (-0.820, -1.845, 1.118)  -0.679
C (-0.779, -0.830, 0.370)  0.413
C (-2.124, -0.371, -0.192)  -0.235
C (-2.490, 0.851, -0.532)  -0.341
N (0.284, -0.010, 0.070)  -0.304
N (0.296, 0.666, -1.155)  -0.630
C (1.543, -0.191, 0.775)  -0.014
C (2.715, 0.279, 0.362)  -0.480
H (-2.844, -1.178, -0.199)  0.218
H (-1.838, 1.704, -0.447)  0.193
H (-3.464, 1.045, -0.953)  0.199
H (0.861, 0.162, -1.837)  0.349
H (0.703, 1.589, -1.023)  0.356
H (1.452, -0.685, 1.732)  0.207
H (2.853, 0.779, -0.583)  0.195
H (3.590, 0.190, 0.980)  0.216

Atomic forces in eV per Å
H 0.128 0.129 -0.189
N 0.032 -0.661 0.470
C -2.084 1.055 -0.687
C 0.599 -0.632 0.426
C 0.090 0.119 -0.055
N 2.703 -0.138 0.893
N 0.232 0.024 -0.062
C -1.225 0.408 -0.849
C -0.149 0.004 -0.111
H 0.009 -0.103 -0.179
H 0.145 0.026 -0.094
H -0.265 -0.047 0.209
H 0.019 0.009 0.164
H -0.085 -0.171 0.044
H -0.125 0.057 -0.034
H -0.082 0.059 -0.107
H 0.058 -0.140 0.159